Record 1
Density functional theory data (wB97M-V/def2-TZVPD) for C38H26LiN7O6 as an isolated structure.

XYZ file:
```
78
Properties=species:S:1:pos:R:3:forces:R:3
Li 0.96067 -0.09864 0.61792 -0.17 -0.04 -0.19
O -2.14337 0.42996 3.49209 0.02 0.01 -0.03
C -1.24333 0.10980 2.68441 0.05 0.01 0.03
N -0.72980 0.73388 1.63597 -0.07 0.00 0.05
C -1.17152 1.99026 1.23011 0.01 -0.02 -0.01
C -2.10534 2.78498 1.90993 0.01 0.01 -0.01
C -2.47406 4.04626 1.43868 -0.07 -0.07 0.00
C -1.89789 4.54359 0.28241 0.08 0.01 0.01
C -0.96778 3.77221 -0.41563 0.00 0.02 -0.02
C -0.59794 2.49124 0.01166 -0.07 -0.07 0.08
N 0.34456 1.68491 -0.61924 0.11 0.01 -0.17
C 0.62450 1.87118 -1.90691 0.03 0.06 0.06
O 0.09161 2.61358 -2.75958 -0.04 0.00 0.02
C 1.75688 0.99999 -2.42861 -0.02 -0.04 0.00
C 1.67781 0.53080 -3.73959 0.01 0.01 -0.02
C 2.66307 -0.31284 -4.21019 0.00 0.00 0.01
C 3.71641 -0.64471 -3.36731 -0.01 0.00 0.00
C 3.73315 -0.09287 -2.09865 0.02 0.00 0.01
N 2.78436 0.71505 -1.63317 -0.02 0.04 0.02
C -0.60682 -1.26084 2.91169 -0.01 0.00 0.00
C -1.16854 -2.14324 3.83300 0.01 0.02 -0.02
C -0.60024 -3.39520 3.98372 0.03 -0.01 -0.02
C 0.50608 -3.73437 3.21308 -0.03 0.01 0.03
C 1.00480 -2.79027 2.32754 0.02 -0.02 0.02
N 0.46686 -1.58227 2.19554 -0.03 0.06 -0.04
H -2.54006 2.39165 2.81479 0.00 -0.01 0.00
H -3.20689 4.62918 1.98799 -0.01 0.00 0.01
H -2.16756 5.52557 -0.09495 -0.02 -0.01 -0.01
H -0.54089 4.14719 -1.33238 0.01 -0.02 -0.01
H 0.82928 0.82838 -4.33943 0.00 -0.01 -0.01
H 2.60107 -0.73012 -5.20886 0.00 0.00 0.00
H 4.49357 -1.33359 -3.67141 0.00 0.00 -0.01
H 4.53521 -0.33230 -1.40762 0.00 0.01 0.00
H -2.03492 -1.81370 4.38861 0.00 -0.01 0.01
H -1.01921 -4.10779 4.68632 0.00 0.00 0.00
H 0.96942 -4.71018 3.28403 0.00 0.00 0.01
H 1.84523 -2.99755 1.67292 -0.01 0.00 0.00
O 2.34544 -3.52251 -1.33292 -0.02 0.00 0.00
C 1.57093 -2.55064 -1.26239 0.00 0.02 -0.02
O 1.54911 -1.64778 -0.39130 0.00 -0.05 0.05
C 0.52560 -2.40446 -2.37476 0.02 -0.03 0.01
C 0.68893 -3.10126 -3.56432 -0.01 -0.01 0.02
C -0.17287 -2.92360 -4.65147 0.00 0.00 0.00
C -1.20415 -2.03437 -4.47433 -0.01 0.01 0.01
O -2.21056 -1.68238 -5.35916 0.00 -0.02 -0.01
C -2.77865 -0.52013 -4.75453 -0.02 0.02 -0.02
O -2.54269 -0.60212 -3.36775 -0.01 -0.01 0.02
C -1.39362 -1.36955 -3.27649 0.00 0.01 -0.01
C -0.54649 -1.51854 -2.21017 -0.01 0.01 -0.01
H 1.53431 -3.77436 -3.62617 0.00 0.00 -0.01
H -0.03511 -3.44862 -5.58841 0.00 0.00 0.00
H -3.85058 -0.50323 -4.94371 0.01 0.00 0.00
H -2.28340 0.37391 -5.15845 0.02 -0.01 0.00
H -0.67235 -0.95632 -1.29393 0.02 0.00 0.00
N 0.01065 5.20386 2.97519 0.10 0.05 0.11
C -0.40701 6.25911 3.74529 0.03 0.02 -0.05
C -1.36306 7.24770 3.54286 -0.04 0.00 0.01
C -1.50782 8.19320 4.54226 0.00 0.00 0.00
C -0.72026 8.15550 5.70350 0.00 -0.01 0.01
C 0.22779 7.16703 5.89796 0.00 0.01 0.00
C 0.38305 6.20118 4.90592 0.10 -0.08 0.01
N 1.24348 5.11442 4.84368 -0.09 0.08 0.04
C 0.97489 4.55468 3.69096 -0.02 -0.05 -0.09
C 1.59243 3.34294 3.12572 0.03 0.04 0.00
C 1.62315 2.15251 3.83931 -0.04 -0.02 0.03
C 2.07182 1.01734 3.18958 0.06 -0.02 -0.03
N 2.51328 1.00690 1.93134 0.10 0.08 0.18
C 2.54116 2.16737 1.27826 -0.04 -0.05 -0.08
C 2.07922 3.35402 1.82733 -0.02 0.00 0.05
H -0.46688 4.83024 2.15928 -0.03 -0.03 -0.07
H -1.96728 7.26668 2.64527 0.00 0.00 0.00
H -2.24444 8.97911 4.42780 0.00 0.00 0.00
H -0.86429 8.91550 6.46220 0.00 0.00 0.00
H 0.83620 7.13202 6.79287 0.00 0.00 0.00
H 1.23275 2.09849 4.84625 0.00 0.02 0.00
H 2.03552 0.05338 3.68477 0.01 0.01 0.01
H 2.88225 2.11401 0.25205 0.02 0.02 0.02
H 2.06363 4.25736 1.23121 -0.02 0.00 0.00
```
Forces are in eV/Å.

The net charge is -2.

Record 2
Density functional theory data (wB97M-V/def2-TZVPD) for C38H28AlCl6O3P2 as an isolated structure.

XYZ file:
```
78
Properties=species:S:1:pos:R:3:forces:R:3
Al 1.19630 0.75987 0.18230 -0.36 -0.25 0.29
O 1.13060 -1.02495 0.69524 0.01 0.09 -0.02
P 0.13708 -2.14544 0.46086 -0.03 -0.09 0.01
C -1.53341 -1.54594 0.89329 0.03 0.01 0.04
P -1.90799 0.17436 0.41406 -0.19 -0.04 0.08
O -0.64882 1.00748 0.32261 0.26 0.04 -0.19
C -2.98623 0.84047 1.67036 0.05 -0.04 -0.02
C -3.97879 0.06983 2.27389 -0.01 -0.04 -0.02
C -4.81515 0.64295 3.21639 -0.01 0.00 0.01
C -4.65944 1.98015 3.55766 0.00 0.00 0.00
C -3.66878 2.74664 2.96138 0.00 0.00 0.00
C -2.82886 2.18131 2.01541 0.03 0.01 -0.03
C -2.74575 0.15228 -1.16449 0.02 0.02 0.02
C -3.92518 -0.57293 -1.33542 -0.02 0.02 0.04
C -4.54561 -0.59390 -2.57136 -0.02 -0.03 -0.01
C -3.99435 0.11155 -3.63533 0.00 0.00 -0.02
C -2.83072 0.84439 -3.46302 0.02 0.00 0.00
C -2.20177 0.86812 -2.22629 0.04 0.00 0.02
C 0.15842 -2.74286 -1.21854 -0.04 0.03 0.02
C 1.36312 -3.29323 -1.66374 0.05 0.00 0.02
C 1.48957 -3.70407 -2.97793 0.00 0.00 0.00
C 0.41683 -3.57075 -3.85188 -0.01 0.01 0.00
C -0.78198 -3.03017 -3.41305 0.00 -0.01 -0.01
C -0.91365 -2.61395 -2.09620 -0.05 -0.01 0.01
C 0.50840 -3.48374 1.57323 -0.04 0.04 -0.04
C 1.26996 -3.21528 2.70926 0.01 0.04 0.01
C 1.52622 -4.23649 3.61059 0.01 0.00 0.01
C 1.02053 -5.50839 3.38129 0.00 0.00 0.00
C 0.26230 -5.77395 2.24763 0.01 -0.02 0.01
C 0.00620 -4.76269 1.33811 -0.01 -0.01 -0.04
H -1.55570 -1.57411 1.98765 0.02 0.00 -0.02
H -2.29601 -2.23857 0.53115 -0.01 0.02 -0.02
H -4.10282 -0.97772 2.02305 0.01 0.00 0.00
H -5.58336 0.04681 3.68942 0.00 0.00 0.00
H -5.31093 2.42451 4.29796 0.00 0.00 0.00
H -3.54541 3.78504 3.23648 0.00 0.00 0.00
H -2.04518 2.77054 1.55628 0.00 0.00 0.00
H -4.36999 -1.11353 -0.50713 0.00 0.00 0.01
H -5.46111 -1.15340 -2.70685 0.00 0.00 0.00
H -4.48223 0.09403 -4.60063 -0.01 0.00 0.00
H -2.41110 1.40059 -4.29018 0.00 0.00 -0.01
H -1.29138 1.43681 -2.08371 -0.03 0.00 0.00
H 2.20130 -3.39326 -0.98328 0.00 0.00 0.00
H 2.42296 -4.12676 -3.32305 0.01 0.00 0.00
H 0.51814 -3.89277 -4.87965 0.00 0.00 0.00
H -1.61680 -2.93033 -4.09356 0.00 0.00 0.00
H -1.85415 -2.18807 -1.77270 0.02 -0.02 0.00
H 1.66724 -2.22071 2.87201 0.00 0.00 0.00
H 2.12509 -4.03991 4.48918 0.00 0.00 0.00
H 1.22458 -6.30267 4.08683 0.00 0.00 0.00
H -0.11866 -6.77017 2.06992 0.00 0.00 0.00
H -0.56424 -4.97254 0.44049 -0.01 0.00 0.00
Cl 3.88194 6.35740 3.77011 0.01 0.02 0.01
C 3.24738 4.87639 3.17988 -0.02 -0.02 -0.03
C 2.61285 4.83289 1.94153 0.02 -0.03 0.05
Cl 2.45643 6.24766 0.98355 0.00 0.01 -0.01
C 2.10459 3.62645 1.48266 -0.01 0.02 -0.05
Cl 1.32034 3.51184 -0.05730 -0.06 0.10 -0.02
C 2.20846 2.44140 2.20819 0.02 -0.04 0.16
O 1.71837 1.29891 1.76967 0.15 0.15 -0.19
C 2.85000 2.50524 3.45159 -0.02 0.00 -0.04
Cl 2.98432 1.05003 4.35720 0.01 -0.02 0.02
C 3.36103 3.70495 3.93279 0.00 0.01 -0.02
Cl 4.13951 3.74701 5.46080 0.00 0.00 0.00
Cl 4.21596 1.23411 -0.32592 -0.03 -0.06 -0.08
C 3.69677 1.99014 -1.81973 0.12 0.08 0.11
C 4.48243 2.99402 -2.35285 -0.02 0.05 -0.07
C 4.04400 3.65994 -3.48906 0.04 -0.02 0.06
C 2.83175 3.30827 -4.06199 -0.01 0.00 -0.01
C 2.06704 2.29429 -3.50528 0.00 -0.01 -0.05
C 2.47869 1.60368 -2.36677 -0.07 0.03 -0.11
C 1.64056 0.54889 -1.73100 0.17 0.03 0.09
H 5.41476 3.25902 -1.87424 0.01 0.00 0.00
H 4.64588 4.45054 -3.91544 0.01 0.00 0.00
H 2.48216 3.82148 -4.94813 0.00 0.00 0.01
H 1.12507 2.01876 -3.96700 0.00 0.00 0.01
H 2.18645 -0.40289 -1.74511 -0.02 0.00 -0.02
H 0.73394 0.39514 -2.32407 -0.01 -0.04 0.03
```
Forces are in eV/Å.

The net charge is +1.

Record 3
Density functional theory data (wB97M-V/def2-TZVPD) for C38H28BrCdF4N3O2P as an isolated structure.

XYZ file:
```
78
Properties=species:S:1:pos:R:3:forces:R:3
Cd 0.13565 -0.46588 0.09757 -0.08 -0.07 -0.04
C 1.89045 0.41119 -2.75619 0.00 -0.02 0.01
O 0.67857 0.60855 -2.03010 0.04 -0.02 -0.03
C -0.49170 0.73933 -2.75385 0.06 0.01 0.01
C -0.54262 0.75499 -4.13629 0.00 -0.01 0.00
C -1.77309 0.90110 -4.76978 0.00 0.00 0.01
C -2.93603 1.03111 -4.02809 0.00 0.00 0.00
C -2.87883 1.01690 -2.64216 -0.02 -0.01 0.00
C -1.66226 0.86725 -1.99678 0.00 0.01 0.03
N -1.49820 0.81715 -0.59132 -0.02 0.00 -0.02
N -2.39847 1.39602 0.09329 0.00 -0.01 -0.01
C -2.28620 1.54599 1.42978 0.02 0.01 0.02
C -1.06247 1.43144 2.17124 -0.03 0.04 0.03
O 0.05261 1.00904 1.70509 0.05 -0.04 0.03
C -1.07215 1.88242 3.53907 0.02 -0.03 -0.03
C -2.19175 2.33917 4.13433 -0.04 0.01 0.01
C -3.43959 2.43379 3.43579 0.03 0.00 0.01
C -4.59387 2.90854 4.08038 -0.01 0.01 0.01
C -5.78102 3.01398 3.40057 0.00 0.00 0.00
C -5.83288 2.64001 2.05246 0.01 0.00 0.00
C -4.71452 2.16523 1.40763 -0.02 0.01 0.00
C -3.48813 2.05572 2.08398 0.02 -0.01 -0.02
H 2.10235 1.27637 -3.38455 0.00 0.00 -0.01
H 1.83084 -0.49161 -3.36779 0.00 0.00 -0.01
H 2.67783 0.29965 -2.01310 -0.05 0.02 -0.05
H 0.35714 0.67327 -4.72818 0.01 0.00 0.00
H -1.81130 0.92340 -5.85065 0.00 0.00 0.00
H -3.88842 1.14970 -4.52622 0.00 0.00 0.00
H -3.77223 1.12300 -2.04284 0.00 0.00 0.00
H -0.12853 1.82235 4.06609 0.00 0.00 0.01
H -2.16221 2.65229 5.17197 0.00 0.00 0.00
H -4.52929 3.19341 5.12366 0.00 0.00 0.00
H -6.66794 3.38128 3.89847 0.00 0.00 0.00
H -6.76575 2.72161 1.50969 0.00 0.00 0.00
H -4.77239 1.87462 0.36894 0.00 0.00 0.00
F 2.32270 -1.48686 6.86863 0.00 0.00 0.00
C 2.20785 -1.66513 5.56538 0.01 0.00 0.01
C 3.33394 -1.87174 4.79223 0.02 0.00 0.01
F 4.53232 -1.89923 5.35462 -0.01 0.00 -0.01
C 3.19572 -2.06356 3.42745 0.00 0.00 0.00
F 4.31077 -2.30715 2.73524 -0.01 0.03 -0.05
C 1.95802 -2.02953 2.80062 -0.07 0.06 0.00
P 1.76517 -2.16956 0.99828 0.06 0.03 -0.08
C 3.26196 -1.50312 0.22066 0.01 -0.04 -0.01
C 3.90876 -2.16625 -0.81560 0.02 -0.04 0.00
C 4.94751 -1.53975 -1.49336 0.00 0.01 -0.01
C 5.33242 -0.25380 -1.14767 0.01 0.00 0.01
C 4.67026 0.41954 -0.12683 0.05 -0.01 0.03
C 3.63413 -0.19846 0.55187 -0.03 0.01 0.01
C 1.66111 -3.94082 0.67536 0.04 0.01 0.01
C 2.78193 -4.75454 0.85098 0.00 -0.02 0.04
C 2.67305 -6.12380 0.67653 0.00 0.01 0.00
C 1.44773 -6.68621 0.33936 -0.01 0.01 -0.01
C 0.32937 -5.88154 0.17840 0.01 -0.01 0.00
C 0.43381 -4.50788 0.34454 -0.02 0.01 0.00
C 0.82521 -1.86135 3.60956 0.03 0.03 0.00
Br -0.93122 -1.97052 2.93621 -0.04 -0.04 0.01
C 0.95368 -1.67282 4.97170 -0.03 0.00 0.00
F -0.10950 -1.51058 5.74792 0.00 0.00 0.00
H 3.61111 -3.16930 -1.09490 0.01 0.03 0.00
H 5.45761 -2.06288 -2.29136 0.00 0.00 0.00
H 6.14642 0.22738 -1.67301 0.00 0.00 0.00
H 4.96203 1.42607 0.14090 0.00 0.01 0.00
H 3.11005 0.33986 1.33600 0.00 0.00 0.03
H 3.73540 -4.31970 1.12678 -0.01 -0.01 0.01
H 3.54180 -6.75385 0.81148 0.00 0.00 0.00
H 1.36494 -7.75718 0.20984 0.00 0.00 0.00
H -0.62771 -6.32335 -0.06574 0.00 0.00 0.00
H -0.44004 -3.88027 0.22746 0.01 0.00 0.01
C -0.28623 -3.52311 -5.01257 0.00 0.01 -0.01
C -0.99086 -3.84481 -3.69204 0.04 0.04 -0.02
C -0.62713 -2.89750 -2.64088 -0.11 0.00 0.00
N -0.35518 -2.14594 -1.81901 0.02 -0.01 0.08
H -0.55789 -4.26586 -5.75940 -0.01 0.00 0.00
H 0.79600 -3.53823 -4.89156 0.00 -0.01 0.00
H -0.58303 -2.54091 -5.37742 0.01 0.00 0.01
H -0.73798 -4.84480 -3.33559 0.01 0.00 0.00
H -2.07513 -3.80194 -3.80497 0.00 -0.01 0.01
```
Forces are in eV/Å.

The net charge is +1.

Orbital gap across the listed records, respectively: 5.884; 7.849; 6.906 eV.
Energy above the lowest of the compared OMol25 structures with the same formula, charge and spin across the listed records, respectively: 13.9; 42.9; 28.8 kJ/mol.